DFT (ωB97M-V with the def2-TZVPD basis set) results for C71H107AsBrCsGeN3SbSi3 as an isolated structure.

The geometry in XYZ format:
```
189
Properties=species:S:1:pos:R:3:forces:R:3
Cs 0.0252 -0.3228 -0.1532 0.1 -0.3 0.0
C 2.9518 -1.7547 2.5907 -0.1 0.0 -0.2
C 3.0241 -0.4012 2.8184 0.0 -0.1 0.0
C 2.0474 -0.1141 3.9422 0.1 0.1 0.0
C 1.5290 -1.3182 4.3410 0.1 -0.2 -0.1
C 2.0740 -2.3616 3.5300 -0.1 0.1 0.1
C 1.8206 -3.8395 3.6392 0.0 -0.1 -0.1
C 0.9939 -4.2863 2.4186 0.0 0.1 0.0
C 3.1605 -4.5924 3.6391 0.0 0.0 0.0
C 1.0665 -4.1860 4.9232 0.0 0.0 0.0
C 1.5642 1.2093 4.5036 0.0 0.1 0.0
C 0.5189 0.9885 5.6070 0.0 -0.1 -0.1
C 2.6982 2.0370 5.1242 0.1 0.0 0.0
C 0.8669 2.0001 3.3831 0.1 0.0 -0.1
C 4.1278 0.4436 2.1890 0.0 0.1 -0.1
C 3.7231 1.8721 1.7943 0.0 0.0 0.0
C 5.2953 0.5012 3.1926 0.0 0.0 0.1
C 4.6544 -0.2297 0.9074 0.0 -0.1 0.1
H 3.5172 -2.2968 1.8480 0.1 0.0 0.1
H 0.8086 -1.4695 5.1278 0.0 0.0 0.0
H 1.4757 -3.9818 1.4864 0.0 0.0 0.0
H -0.0041 -3.8402 2.4443 0.0 0.0 0.0
H 0.8858 -5.3744 2.4117 0.0 0.0 0.0
H 3.7602 -4.3448 2.7616 0.0 0.0 0.1
H 2.9811 -5.6709 3.6429 0.0 0.0 0.0
H 3.7446 -4.3392 4.5278 0.0 0.0 -0.1
H 0.0784 -3.7252 4.9435 0.0 0.0 0.0
H 1.6216 -3.8447 5.8010 0.0 0.0 0.0
H 0.9410 -5.2687 5.0014 0.0 0.0 0.0
H 0.9210 0.3860 6.4242 0.0 0.0 0.0
H -0.3797 0.4991 5.2199 0.0 0.0 0.0
H 0.2227 1.9569 6.0161 0.0 0.0 0.0
H 3.1752 1.4739 5.9307 0.0 0.0 0.0
H 2.2921 2.9600 5.5466 0.0 0.0 0.0
H 3.4656 2.3122 4.4043 -0.1 0.0 0.2
H 0.0558 1.3974 2.9631 -0.1 0.0 0.0
H 1.5476 2.2710 2.5770 -0.2 0.0 0.2
H 0.4328 2.9206 3.7868 0.0 0.0 0.0
H 3.4928 2.5063 2.6511 0.1 -0.1 -0.2
H 2.8713 1.8640 1.1102 0.1 0.0 -0.1
H 4.5500 2.3410 1.2573 0.0 0.0 0.0
H 5.0118 0.9814 4.1312 0.0 0.0 -0.1
H 6.1260 1.0627 2.7556 0.0 0.0 0.0
H 5.6416 -0.5093 3.4233 0.0 0.0 0.0
H 3.8437 -0.4592 0.2127 0.0 0.0 0.0
H 5.2075 -1.1478 1.1211 -0.1 0.0 0.0
H 5.3369 0.4540 0.3983 0.0 0.0 0.0
C -6.3544 -4.1365 -3.3429 0.1 0.1 0.0
C -5.1794 -3.2002 -3.4518 -0.1 -0.1 0.1
C -4.6630 -2.7942 -4.6766 0.0 0.0 -0.1
C -3.5673 -1.9509 -4.7265 0.0 0.0 -0.1
C -3.0260 -1.5387 -3.5191 0.0 0.0 0.0
Br -1.5224 -0.3720 -3.5479 0.0 0.0 0.0
N -3.4790 -1.9068 -2.3458 0.0 -0.1 0.1
C -4.5388 -2.7185 -2.3190 0.1 0.1 0.1
H -6.9436 -4.1344 -4.2586 0.0 0.0 0.0
H -7.0026 -3.8565 -2.5126 0.0 0.0 0.0
H -6.0154 -5.1588 -3.1645 0.0 0.0 0.0
H -5.1180 -3.1402 -5.5980 0.0 0.0 0.0
H -3.1465 -1.6161 -5.6638 0.0 0.0 0.0
H -4.8912 -2.9989 -1.3276 0.0 0.0 -0.1
C -5.8552 0.3129 0.9487 0.0 -0.1 0.0
Sb -3.8292 0.7461 0.2504 -0.1 0.1 0.1
C -3.1190 0.1283 2.1955 -0.6 0.0 0.1
C -3.2922 0.9245 3.4062 0.3 0.0 0.0
C -2.6522 2.1555 3.5788 0.0 0.0 -0.1
C -2.8028 2.8414 4.7676 0.0 0.0 0.0
C -3.6264 2.3118 5.7501 0.0 0.0 0.0
C -4.2270 1.0854 5.5041 0.0 -0.1 -0.1
N -4.0519 0.3883 4.3836 0.0 0.0 0.0
Si -3.1393 -1.7351 2.4889 0.5 -0.3 0.0
C -4.8028 -2.5437 2.7519 -0.2 0.2 -0.1
C -2.0329 -2.1015 3.9500 -0.1 0.1 0.2
C -2.3368 -2.6292 1.0301 -0.2 0.1 0.0
C -4.1349 2.9693 -0.0063 0.3 -0.1 0.2
C -2.7151 3.4308 -0.2331 -0.1 0.0 -0.1
C -2.3653 4.6928 -0.7278 0.0 0.0 0.0
C -1.0311 5.0390 -0.8582 0.0 0.0 0.0
C -0.0471 4.1314 -0.4870 -0.1 0.1 0.0
C -0.4749 2.9114 -0.0077 0.0 0.1 0.1
N -1.7562 2.5615 0.1115 0.2 0.0 0.1
Si -4.8893 4.0607 1.3698 0.0 0.1 0.0
C -5.9537 3.1600 2.6151 0.0 -0.1 0.0
C -3.5340 5.0356 2.2432 0.1 0.0 0.1
C -5.9930 5.4278 0.6923 -0.1 0.1 -0.1
Si -5.1364 3.0513 -1.6254 -0.1 -0.1 -0.3
C -5.0949 4.6957 -2.5334 0.1 0.2 0.1
C -6.9491 2.6220 -1.3554 -0.1 0.0 0.1
C -4.4470 1.8287 -2.8709 0.0 -0.1 0.0
H -6.2319 -0.5826 0.4492 0.0 0.1 0.0
H -6.5143 1.1458 0.7265 0.0 0.0 0.0
H -5.8471 0.1379 2.0249 0.0 0.0 0.0
H -2.0289 2.5274 2.7774 0.0 0.0 0.0
H -2.2834 3.7786 4.9310 0.0 0.0 0.0
H -3.7958 2.8322 6.6829 0.0 -0.1 0.0
H -4.8644 0.6252 6.2518 0.0 0.0 0.0
H -5.3337 -2.0519 3.5692 0.0 -0.1 0.0
H -4.6538 -3.5960 3.0095 0.0 0.0 0.0
H -5.4288 -2.4940 1.8561 0.0 0.0 0.1
H -2.3542 -1.5539 4.8404 0.0 -0.1 -0.1
H -0.9988 -1.8189 3.7330 0.0 0.0 0.0
H -2.0581 -3.1706 4.1845 0.0 0.0 0.0
H -2.8780 -2.4878 0.0888 0.1 0.0 0.0
H -2.3091 -3.7017 1.2501 0.0 0.0 0.0
H -1.3070 -2.3014 0.8817 -0.2 -0.3 0.1
H -3.1428 5.3973 -0.9931 0.1 0.0 0.0
H -0.7572 6.0125 -1.2465 0.0 0.0 0.0
H 1.0104 4.3440 -0.5780 0.0 0.0 0.0
H 0.2458 2.1681 0.3032 0.2 0.4 0.0
H -5.4734 2.2813 3.0478 -0.1 0.0 0.0
H -6.9054 2.8447 2.1778 0.1 0.0 0.0
H -6.1783 3.8561 3.4300 0.0 0.0 -0.1
H -2.5748 4.5189 2.2891 0.0 0.1 0.0
H -3.8432 5.2658 3.2675 0.0 0.0 -0.1
H -3.3646 5.9820 1.7220 0.0 0.0 0.0
H -6.8133 5.0780 0.0612 0.0 0.1 0.1
H -5.4169 6.1619 0.1223 0.0 0.0 0.1
H -6.4341 5.9557 1.5450 0.0 0.0 0.0
H -5.3542 5.5553 -1.9136 0.0 0.0 -0.1
H -5.8314 4.6384 -3.3406 0.0 0.0 0.0
H -4.1191 4.8819 -2.9900 -0.1 0.0 0.0
H -7.3442 2.9906 -0.4045 0.0 0.0 -0.1
H -7.1142 1.5421 -1.3888 0.0 0.1 0.0
H -7.5437 3.0731 -2.1552 0.0 0.0 0.0
H -3.3534 1.8715 -2.9041 -0.1 0.0 0.0
H -4.8228 2.0717 -3.8702 0.0 0.0 0.0
H -4.7317 0.7964 -2.6446 0.1 0.1 -0.1
C 2.8608 5.6988 -4.8068 0.0 0.0 0.1
C 2.2722 4.7125 -3.8010 0.1 0.0 -0.1
C 1.9838 3.3495 -4.4168 -0.2 -0.1 0.1
C 1.4184 2.3320 -3.4138 0.2 0.0 -0.2
Ge 2.5692 1.5934 -1.8935 -0.2 0.0 0.0
C 4.1804 0.7922 -2.8284 0.0 0.2 -0.1
C 5.2031 1.6592 -3.5768 0.0 -0.1 0.1
C 5.9668 2.6252 -2.6784 0.0 0.0 -0.1
C 7.0243 3.4216 -3.4386 0.0 0.0 0.0
H 3.0354 6.6786 -4.3555 0.0 0.0 0.0
H 2.1910 5.8368 -5.6604 0.0 0.0 0.0
H 3.8169 5.3320 -5.1902 0.0 0.0 0.0
H 1.3401 5.1190 -3.3883 0.0 0.0 0.0
H 2.9629 4.5832 -2.9640 0.0 0.0 0.0
H 2.9038 2.9607 -4.8599 0.0 0.0 0.0
H 1.2783 3.4934 -5.2486 0.0 0.0 0.0
H 1.0717 1.4467 -3.9703 0.0 0.0 0.0
H 0.5198 2.7604 -2.9495 0.0 0.0 0.0
H 3.2176 2.9343 -1.3396 -0.1 0.0 0.0
H 3.7690 0.0524 -3.5232 0.1 0.0 0.0
H 4.7100 0.2209 -2.0577 0.0 0.0 0.0
H 4.7145 2.2292 -4.3715 0.0 0.0 0.0
H 5.9361 1.0081 -4.0772 0.0 0.0 0.0
H 6.4440 2.0573 -1.8704 0.0 0.0 0.0
H 5.2561 3.3081 -2.2074 0.0 0.0 0.0
H 7.7651 2.7572 -3.8921 0.0 0.0 0.0
H 7.5555 4.1160 -2.7835 0.0 0.0 0.0
H 6.5654 4.0028 -4.2433 0.0 0.0 0.0
C 1.0907 -8.0552 -1.8529 0.0 0.0 0.0
C 2.3930 -7.6048 -2.0346 0.0 0.0 0.0
C 2.6779 -6.2467 -1.9740 0.0 0.0 0.0
C 1.6623 -5.3240 -1.7327 0.0 0.0 0.0
C 0.3632 -5.7862 -1.5387 0.0 0.0 0.0
C 0.0749 -7.1437 -1.6020 0.0 0.0 0.0
As 1.9420 -3.3889 -1.6756 0.1 0.0 -0.1
C 2.0704 -2.9962 -3.5843 0.0 0.0 0.0
C 2.4285 -3.9319 -4.5521 0.0 0.0 0.0
C 2.5424 -3.5517 -5.8819 0.0 0.0 0.0
C 2.3013 -2.2340 -6.2575 0.0 0.0 0.0
C 1.9389 -1.2984 -5.3004 0.0 0.0 0.0
C 1.8211 -1.6826 -3.9708 0.0 0.0 0.0
C 3.8420 -3.3831 -1.2232 0.0 -0.1 0.1
C 4.7907 -2.7053 -1.9776 0.0 0.0 0.0
C 6.1192 -2.6696 -1.5628 0.0 0.0 0.0
C 6.5087 -3.3219 -0.4022 0.0 0.0 0.0
C 5.5655 -4.0139 0.3510 0.0 0.0 0.0
C 4.2399 -4.0354 -0.0548 0.0 0.0 -0.1
H 0.8704 -9.1147 -1.9033 0.0 0.0 0.0
H 3.1911 -8.3128 -2.2225 0.0 0.0 0.0
H 3.6981 -5.9084 -2.1064 0.0 0.0 0.0
H -0.4303 -5.0764 -1.3310 0.0 0.0 0.0
H -0.9403 -7.4902 -1.4503 0.0 0.0 0.0
H 2.6172 -4.9608 -4.2745 0.0 0.0 0.0
H 2.8239 -4.2852 -6.6277 0.0 0.0 0.0
H 2.4010 -1.9385 -7.2950 0.0 0.0 0.0
H 1.7576 -0.2675 -5.5809 0.0 0.0 0.0
H 1.5639 -0.9395 -3.2219 0.0 0.0 0.0
H 4.5015 -2.1965 -2.8887 0.0 0.0 0.0
H 6.8478 -2.1254 -2.1522 0.0 0.0 0.0
H 7.5435 -3.2901 -0.0830 0.0 0.0 0.0
H 5.8638 -4.5350 1.2536 0.0 0.0 0.0
H 3.5069 -4.5820 0.5296 0.0 0.0 0.0
```
Positions in Å, forces in eV/Å.

## Properties
**Maximum force**: 0.62 eV Å⁻¹
**E_HOMO (spin up / spin down)**: -5.5634 / -5.5668 eV
**Relative energy (zero: lowest compared OMol25 entry of this formula, charge and spin)**: 0.000 eV